Record 1
177
Properties=species:S:1:pos:R:3:lowdin_charge:R:1 method="wB97M-V/def2-TZVPD" e_above_lowest_ev=0.486 max_force_ev_per_a=2.4 orbital_gap_ev=10.358 smiles="COP(=O)(OC)OC.COP(=O)(OC)OC.COP(=O)(OC)OC.CCOC(C)=O.CCOC(C)=O.CCOC(C)=O.CCOC(C)=O.CCOC(C)=O.CCOC(C)=O.CCOC(C)=O.CCOC(C)=O.CCOC(C)=O" e_homo_ev=-9.8
C -2.5031 3.3553 21.8846 -0.092
O -2.4082 3.4172 20.4699 -0.197
P -3.1488 4.6322 19.7722 0.381
O -4.5567 4.8663 20.0974 -0.206
O -2.2113 5.8692 20.0856 -0.207
C -2.6924 7.1741 20.3955 -0.086
O -2.9017 4.3109 18.2294 -0.224
C -3.1640 5.2514 17.1944 -0.076
H -2.7308 4.3253 22.3308 0.092
H -1.5752 3.0670 22.3846 0.088
H -3.2248 2.6048 22.1922 0.056
H -2.9339 7.7285 19.4852 0.081
H -1.8887 7.7160 20.8929 0.090
H -3.5620 7.1364 21.0524 0.087
H -3.3399 6.2466 17.6116 0.081
H -4.0834 4.9856 16.6807 0.075
H -2.3041 5.2772 16.5340 0.096
C -6.0242 1.9883 21.6194 -0.085
O -6.8251 1.8735 20.4389 -0.191
P -6.3110 0.8827 19.2980 0.391
O -5.7832 -0.4010 19.7515 -0.213
O -5.3511 1.7072 18.3408 -0.190
C -5.9260 2.7000 17.4948 -0.091
O -7.6057 0.7742 18.3617 -0.223
C -8.7976 0.0721 18.7865 -0.071
H -6.5160 1.6367 22.5282 0.077
H -5.6660 3.0029 21.7836 0.063
H -5.1254 1.3632 21.5383 0.067
H -6.4950 2.2524 16.6825 0.085
H -5.2413 3.3975 17.0258 0.062
H -6.5776 3.3511 18.0869 0.090
H -9.5701 0.7838 18.5134 0.078
H -8.7946 -0.0767 19.8630 0.050
H -8.8612 -0.8253 18.1780 0.043
C -7.3557 5.7830 20.8161 -0.088
O -7.5581 7.1946 20.7827 -0.204
P -7.6642 8.0715 22.1146 0.372
O -6.5118 7.9014 23.0189 -0.231
O -9.1218 7.8038 22.6492 -0.200
C -9.4550 8.1313 24.0014 -0.083
O -7.8147 9.5251 21.4910 -0.198
C -6.8939 10.0407 20.5664 -0.123
H -6.6880 5.3952 21.5777 0.065
H -6.8936 5.4885 19.8706 0.070
H -8.3398 5.3201 20.7540 0.079
H -8.5828 7.9056 24.6147 0.079
H -10.3123 7.5594 24.3474 0.077
H -9.7334 9.1806 24.0973 0.092
H -7.3830 10.2812 19.6200 0.091
H -5.9913 9.4516 20.3994 0.084
H -6.4890 11.0177 20.8630 0.088
O -4.9890 3.6388 24.1316 0.105
C -5.7918 4.0576 24.9144 -0.520
O -6.0308 3.4970 26.1168 -0.016
C -5.2046 2.3989 26.5181 -0.198
C -5.8815 1.1458 25.9636 -0.064
C -6.6844 5.2356 24.6699 0.031
H -5.2327 2.3559 27.6045 0.122
H -4.1801 2.5446 26.1852 0.100
H -5.3274 0.2171 26.0674 0.074
H -6.2508 1.2772 24.9452 0.062
H -6.8382 1.0633 26.4895 0.068
H -6.3880 6.1265 25.2119 0.093
H -7.7124 4.9819 24.9442 0.089
H -6.7447 5.3525 23.5942 0.051
O -7.1941 -7.2923 19.5220 0.088
C -6.4197 -7.0170 20.4032 -0.549
O -5.7595 -5.8546 20.4446 -0.019
C -6.0550 -4.7980 19.4684 -0.164
C -5.2378 -3.6241 19.9528 -0.050
C -6.0211 -7.9021 21.5546 0.026
H -7.1223 -4.6600 19.6244 0.090
H -5.7199 -5.0756 18.4722 0.125
H -5.4477 -3.3254 20.9766 0.063
H -5.4761 -2.7241 19.3714 0.056
H -4.1829 -3.7698 19.7207 0.088
H -6.2155 -7.4843 22.5424 0.088
H -4.9468 -8.0741 21.5611 0.090
H -6.6399 -8.7885 21.4261 0.086
O -10.8687 0.2021 23.3159 0.096
C -10.2868 -0.0419 24.3362 -0.560
O -10.6238 -1.0118 25.1647 -0.009
C -11.7282 -1.8648 24.8294 -0.178
C -11.2928 -2.6066 23.5897 -0.072
C -9.0906 0.7595 24.7909 0.032
H -12.5699 -1.1930 24.6477 0.125
H -11.9090 -2.4912 25.6954 0.122
H -10.3316 -3.0948 23.7366 0.075
H -11.2524 -1.9694 22.7075 0.067
H -11.9927 -3.3906 23.2829 0.086
H -8.4405 0.0260 25.2717 0.072
H -9.3792 1.4781 25.5541 0.100
H -8.6092 1.1869 23.9191 0.075
O -3.6075 -3.3553 23.6321 0.095
C -4.4596 -2.5255 23.8656 -0.518
O -4.1899 -1.2809 24.3014 -0.035
C -2.8226 -0.8622 24.3935 -0.196
C -2.8129 0.6547 24.2734 -0.053
C -5.9235 -2.8589 24.0273 0.037
H -2.2295 -1.2550 23.5686 0.113
H -2.4201 -1.2244 25.3395 0.128
H -3.5378 0.8896 23.4881 0.067
H -1.8383 1.0759 24.0602 0.072
H -3.2963 1.1352 25.1212 0.044
H -6.0346 -3.8097 24.5382 0.097
H -6.3564 -3.0289 23.0327 0.059
H -6.5160 -2.0425 24.4315 0.074
O -4.4874 1.4949 14.8115 0.077
C -4.2475 0.5366 15.5288 -0.543
O -3.0622 0.2164 16.0203 0.007
C -2.0147 1.1970 16.0216 -0.211
C -0.7053 0.5621 16.4492 -0.054
C -5.3172 -0.4816 15.7983 0.012
H -2.3137 1.9727 16.7300 0.113
H -1.9000 1.6703 15.0427 0.122
H -1.0284 -0.1066 17.2529 0.063
H -0.0992 1.3324 16.9206 0.077
H -0.1711 0.0242 15.6741 0.077
H -5.1746 -0.9344 16.7815 0.090
H -5.4427 -1.2033 14.9937 0.080
H -6.2775 0.0336 15.8393 0.076
O -9.3819 3.4625 22.3052 0.100
C -10.5714 3.5537 22.4611 -0.541
O -11.4317 2.7600 21.8085 -0.014
C -11.0416 2.1827 20.5660 -0.236
C -10.9789 3.0488 19.3219 -0.050
C -11.2177 4.5379 23.3614 0.026
H -11.7648 1.3614 20.5070 0.126
H -10.1559 1.5542 20.6964 0.096
H -11.1834 2.3826 18.4858 0.067
H -9.9510 3.3918 19.1584 0.073
H -11.5554 3.9702 19.3540 0.083
H -11.8485 4.1482 24.1636 0.093
H -11.8996 5.2424 22.8754 0.095
H -10.4641 5.1729 23.8258 0.066
O -8.7999 -4.2838 22.0830 0.124
C -8.8602 -3.5139 21.1846 -0.570
O -9.2474 -3.7942 19.9391 -0.028
C -9.6032 -5.1555 19.6356 -0.206
C -9.6912 -5.2045 18.1158 -0.042
C -8.5747 -2.0389 21.2499 0.027
H -10.6048 -5.4341 19.9877 0.127
H -8.9060 -5.8010 20.1647 0.097
H -8.6640 -5.2484 17.7467 0.060
H -10.1979 -4.3845 17.6189 0.069
H -10.1493 -6.1702 17.8926 0.086
H -9.3047 -1.4046 20.7594 0.066
H -7.6043 -1.7896 20.8046 0.077
H -8.3694 -1.7448 22.2815 0.086
O -7.8119 -1.3523 16.9273 0.048
C -8.2009 -2.2425 16.2110 -0.494
O -9.4919 -2.3702 15.9353 -0.004
C -10.4721 -1.4024 16.2921 -0.219
C -11.7342 -1.6471 15.4693 -0.055
C -7.3179 -3.3378 15.7081 0.046
H -10.1551 -0.3979 16.0146 0.132
H -10.6264 -1.5298 17.3640 0.121
H -12.4452 -0.8541 15.6976 0.080
H -12.1277 -2.6567 15.5230 0.077
H -11.4620 -1.4349 14.4308 0.081
H -6.3922 -2.9659 15.2752 0.069
H -7.7862 -3.8641 14.8710 0.094
H -7.1104 -4.1191 16.4350 0.076
O -0.7909 0.4398 21.7863 0.109
C -0.9422 0.3712 20.6057 -0.518
O 0.0582 0.5673 19.7198 -0.017
C 1.3516 0.7448 20.2573 -0.246
C 1.6533 2.1732 20.6730 -0.060
C -2.2429 0.3418 19.8618 0.033
H 2.0880 0.3399 19.5627 0.121
H 1.5504 0.0923 21.1166 0.120
H 2.7269 2.2652 20.8470 0.077
H 1.0874 2.5569 21.5150 0.070
H 1.4694 2.8080 19.7997 0.079
H -3.0553 0.2258 20.5840 0.078
H -2.3722 -0.5662 19.2700 0.098
H -2.3659 1.2551 19.2921 0.078

Record 2
164
Properties=species:S:1:pos:R:3:lowdin_charge:R:1 method="wB97M-V/def2-TZVPD" e_above_lowest_ev=36.452 max_force_ev_per_a=12.8 orbital_gap_ev=6.287 total_charge=+3 e_homo_ev=-13.6
N -0.0167 -1.0043 0.2621 -0.253
S 0.8956 0.0257 -0.2553 0.642
O 0.8231 1.3034 0.4004 -0.273
O 1.3256 -0.0570 -1.6683 -0.244
F 2.2728 -0.4339 0.4973 -0.273
S -1.4786 -0.6083 -0.6422 0.813
O -2.0026 -1.7406 -1.3978 -0.454
O -1.5887 0.6985 -1.2199 -0.393
F -2.4751 -0.5756 0.5732 -0.221
C -3.2506 -2.1567 4.8496 -0.058
C -1.9256 -1.9503 4.0219 -0.212
C -0.6069 -1.7207 4.7305 -0.123
N 0.4563 -1.0022 3.8865 -0.157
C 1.8737 -1.3259 4.5711 -0.008
C 3.0631 -0.4866 4.0194 -0.119
C 2.6961 0.9890 4.0349 -0.134
C 1.3348 1.4176 3.4111 -0.118
C 0.1601 0.4964 3.8657 -0.130
C 0.4555 -1.5295 2.4167 -0.029
H -4.2420 -2.0410 4.4117 0.071
H -3.3271 -1.5279 5.7367 0.076
H -3.2146 -3.1379 5.3231 0.078
H -2.0637 -1.0812 3.3787 0.076
H -1.8020 -2.8146 3.3693 0.105
H -0.3388 -2.6752 5.1836 0.142
H -0.6737 -1.1384 5.6495 0.136
H 1.8924 -0.9479 5.5933 0.136
H 2.0131 -2.4031 4.4800 0.136
H 4.0360 -0.6471 4.4840 0.157
H 3.2235 -0.7058 2.9638 0.064
H 2.5615 1.3332 5.0603 0.127
H 3.3814 1.6302 3.4805 0.105
H 1.0551 2.4566 3.5849 0.108
H 1.3988 1.2892 2.3306 0.078
H -0.0837 0.8475 4.8684 0.141
H -0.6802 0.5929 3.1781 0.062
H 0.5401 -2.6152 2.3685 0.063
H 1.4049 -1.1179 2.0744 0.081
H -0.4239 -1.1469 1.8986 0.069
C -0.1183 -1.7680 -4.9394 -0.109
C 0.3007 -1.8566 -3.4926 -0.192
C 1.4027 -2.9299 -3.2735 -0.048
N 1.5421 -3.4418 -1.8125 -0.202
C 0.1879 -4.1754 -1.3355 -0.028
C 0.2744 -4.8383 0.1050 -0.134
C 0.6520 -3.7712 1.0473 -0.243
C 1.9357 -3.0379 0.6467 -0.099
C 2.0623 -2.4314 -0.7915 -0.073
C 2.6236 -4.5294 -1.9554 0.041
H -0.7762 -0.9233 -5.1435 0.116
H -0.6106 -2.6925 -5.2412 0.119
H 0.7389 -1.5580 -5.5791 0.122
H -0.5925 -2.0473 -2.8977 0.054
H 0.6495 -0.9054 -3.0907 0.098
H 2.4068 -2.5632 -3.4865 0.145
H 1.1820 -3.7418 -3.9664 0.136
H -0.6366 -3.4768 -1.1931 0.076
H -0.0039 -4.9518 -2.0761 0.143
H -0.7245 -5.2060 0.3399 0.123
H 0.9762 -5.6723 0.1019 0.121
H -0.1994 -3.0907 1.0309 0.087
H 0.7570 -4.3260 1.9796 0.149
H 2.0633 -2.1535 1.2710 0.062
H 2.7382 -3.7065 0.9583 0.150
H 1.1052 -1.9307 -0.9380 0.060
H 2.9419 -1.9714 -1.2417 0.157
H 3.5675 -4.0154 -2.1370 0.123
H 2.3444 -5.0718 -2.8587 0.104
H 2.6216 -5.2445 -1.1328 0.104
C -1.3405 2.5895 3.4280 -0.078
C -1.5906 2.1266 1.9872 -0.207
C -2.1667 3.2876 1.1724 -0.016
N -2.4021 2.8643 -0.3591 -0.124
C -3.1453 4.0501 -0.9669 -0.135
C -2.2884 5.2391 -1.2044 -0.142
C -0.9546 4.8888 -1.9392 -0.174
C -0.1351 3.7727 -1.3932 -0.160
C -1.0517 2.5903 -1.1286 -0.130
C -3.3154 1.6335 -0.6237 -0.014
H -2.0112 3.3415 3.8435 0.104
H -0.4377 3.1962 3.4985 0.082
H -1.2923 1.7123 4.0733 0.055
H -2.2000 1.2234 1.9552 0.100
H -0.7187 1.6911 1.4992 0.077
H -1.4145 4.0732 1.1007 0.134
H -3.1116 3.5805 1.6302 0.144
H -4.0380 4.3757 -0.4329 0.145
H -3.5837 3.6202 -1.8675 0.135
H -2.0923 5.8616 -0.3314 0.123
H -2.8867 5.8838 -1.8483 0.133
H -0.2985 5.7563 -2.0107 0.118
H -1.1652 4.8894 -3.0086 0.125
H 0.3091 4.0838 -0.4477 0.098
H 0.7352 3.6136 -2.0299 0.116
H -0.4675 1.7328 -0.7946 0.060
H -1.4400 2.2744 -2.0968 0.146
H -4.1920 1.7796 0.0076 0.124
H -2.7470 0.8127 -0.1864 0.015
H -3.2534 1.5489 -1.7086 0.137
C 3.0209 6.9565 0.5284 -0.069
C 3.8026 5.6347 0.2169 -0.214
C 2.9335 4.4120 -0.1191 -0.118
N 3.6917 3.0470 -0.1115 -0.174
C 2.6307 1.9600 -0.6426 -0.026
C 3.3044 0.5948 -1.0184 -0.218
C 4.4636 0.6636 -1.9555 -0.156
C 5.4990 1.6773 -1.4124 -0.100
C 4.9018 3.0886 -1.0611 -0.062
C 4.0715 2.7606 1.3312 0.012
H 3.7416 7.7680 0.6290 0.084
H 2.2957 6.9804 1.3417 0.075
H 2.4832 7.0861 -0.4108 0.064
H 4.3854 5.4387 1.1169 0.102
H 4.5713 5.7832 -0.5415 0.112
H 2.6471 4.4441 -1.1704 0.115
H 2.1590 4.2228 0.6241 0.122
H 2.1838 2.4240 -1.5218 0.121
H 1.9991 1.7350 0.2168 -0.015
H 2.5270 -0.1192 -1.2903 -0.035
H 3.6811 0.0443 -0.1563 0.103
H 4.0713 0.7775 -2.9661 0.112
H 4.9761 -0.2978 -1.9899 0.119
H 6.3353 1.8338 -2.0936 0.122
H 5.9232 1.1098 -0.5841 0.123
H 4.6647 3.6957 -1.9348 0.133
H 5.6635 3.7169 -0.5995 0.126
H 4.9379 3.3863 1.5457 0.123
H 4.5228 1.7822 1.1658 0.075
H 3.2316 2.7894 2.0252 0.116
C -4.6900 -0.5939 0.8850 -0.094
C -5.0229 -1.7358 -0.0578 -0.167
C -3.7511 -2.1077 -0.8722 -0.156
N -3.8053 -3.1862 -2.0700 -0.107
C -2.4664 -3.2530 -2.8827 -0.087
C -2.2951 -2.0521 -3.8750 -0.246
C -3.4893 -1.7496 -4.7280 -0.125
C -4.8078 -1.7072 -3.8353 -0.140
C -5.0663 -2.8281 -2.9365 -0.097
C -3.9974 -4.6648 -1.4612 0.074
H -4.3970 0.2524 0.2637 0.031
H -3.9281 -0.9187 1.5936 0.079
H -5.5642 -0.4284 1.5146 0.112
H -5.8460 -1.3195 -0.6386 0.118
H -5.3797 -2.5005 0.6321 0.121
H -3.0135 -2.5552 -0.2060 0.130
H -3.3421 -1.2084 -1.3326 0.078
H -1.6121 -3.3088 -2.2080 0.052
H -2.3479 -4.1161 -3.5378 0.152
H -2.0829 -1.1187 -3.3535 0.112
H -1.4307 -2.1797 -4.5267 -0.028
H -3.2426 -0.8014 -5.2056 0.125
H -3.5868 -2.4029 -5.5950 0.127
H -4.8043 -0.7886 -3.2484 0.111
H -5.5243 -1.5469 -4.6410 0.134
H -5.8593 -2.7988 -2.1892 0.125
H -5.3043 -3.6720 -3.5840 0.144
H -3.8996 -5.3308 -2.3185 0.100
H -5.0232 -4.6625 -1.0925 0.104
H -3.2420 -5.0407 -0.7711 0.094
O 3.3530 0.8719 1.6515 -0.192
C 4.3671 0.0441 1.8066 -0.908
O 4.2324 -1.1270 1.4269 0.013
O 5.4403 0.3971 2.3356 0.070
H 2.7247 0.1890 1.4056 -0.053